# 1
{"formula": "C17H17Cl2NOV", "method": "wB97M-V/def2-TZVPD", "species": ["C", "C", "C", "H", "C", "H", "H", "H", "C", "H", "H", "C", "H", "H", "C", "H", "H", "C", "H", "H", "V", "H", "Cl", "C", "C", "C", "Cl", "C", "C", "C", "C", "N", "C", "C", "O", "H", "H", "H", "H"], "positions_angstrom": [[-1.992908, -0.925379, -2.341529], [1.447802, -0.165231, -2.382576], [-0.974305, 0.320942, -2.243523], [-2.599428, -0.972268, -1.403075], [1.385000, 1.322529, -2.048685], [2.493185, -0.366538, -2.627065], [-0.651534, 0.268868, -3.311046], [2.371134, 1.823460, -2.131506], [-1.136148, 1.779292, -2.023481], [-1.840299, 2.125863, -1.252579], [-1.596322, 2.156063, -2.950422], [-0.813558, -1.997548, -2.299585], [-1.035259, -2.950790, -2.834100], [-0.759198, -2.267716, -1.245971], [0.632712, -1.427247, -2.801879], [0.542064, -1.388157, -3.903559], [1.356691, -2.246762, -2.658348], [0.289054, 2.346882, -1.940133], [0.362783, 3.060659, -2.783744], [0.379827, 3.075784, -1.108524], [0.437510, 0.281247, -0.979402], [-2.749097, -1.125364, -3.089472], [0.570530, -4.289084, 2.578890], [0.330206, -2.638448, 2.900628], [0.064295, -2.201807, 4.194450], [-0.102022, -0.843869, 4.490781], [-0.442348, -0.372631, 6.104280], [0.027228, 0.155278, 3.479767], [0.000628, 1.548559, 3.717326], [0.352342, 2.408356, 2.694326], [0.654973, 1.904030, 1.423456], [0.503502, 0.598303, 1.119465], [0.264850, -0.291778, 2.137394], [0.407673, -1.698050, 1.789076], [0.628624, -2.020506, 0.578917], [-0.011616, -2.933382, 4.992188], [-0.250835, 1.933452, 4.700218], [0.412587, 3.481937, 2.840003], [1.039667, 2.531056, 0.619044]], "forces_ev_per_a": [[1.821, 0.377, 2.571], [3.473, -1.460, -1.623], [-4.194, -1.157, -3.334], [0.585, -0.264, -0.403], [2.792, 1.682, -1.855], [-0.245, 0.112, 0.170], [0.199, 0.286, 0.950], [-0.531, -0.782, 0.080], [-2.626, 1.109, -0.926], [0.503, -0.265, 0.309], [0.014, 0.349, 0.330], [-0.160, 0.476, 0.318], [0.327, 0.783, 0.091], [0.413, -0.198, -0.008], [-0.432, -1.309, -1.633], [-0.109, 0.147, 0.172], [-0.297, 0.169, 0.215], [-0.783, 2.436, -1.293], [0.125, -0.489, 0.110], [0.381, -0.835, -0.041], [-1.416, -2.647, 7.627], [0.339, 0.769, -0.963], [0.005, -0.310, -0.079], [-0.336, 0.618, 0.998], [0.152, -0.734, -0.653], [0.045, 0.116, -0.830], [0.023, -0.090, 0.013], [0.199, 0.006, -0.743], [-0.454, -0.613, 0.961], [0.687, 0.360, -2.342], [-0.388, 1.667, 1.929], [-0.282, -1.159, -1.062], [0.353, -0.074, 0.599], [0.146, 0.787, -1.010], [-0.324, 0.326, 1.064], [0.017, 0.093, -0.110], [0.097, -0.136, -0.144], [0.074, -0.145, 0.119], [-0.193, 0.002, 0.424]], "de_lowest_ev": 1.501, "total_charge": 0, "orbital_gap_ev": [5.83, 6.02], "e_tot_ha": -2652.0681, "spin_multiplicity": 4, "lumo_ev": [0.42, -1.88]}

***

# 2
{"formula": "C17H17ClN4NiO3S", "method": "wB97M-V/def2-TZVPD", "species": ["Ni", "C", "C", "N", "N", "C", "N", "S", "C", "C", "C", "C", "C", "N", "H", "H", "H", "H", "H", "H", "H", "H", "H", "C", "C", "C", "C", "Cl", "C", "C", "C", "O", "C", "C", "O", "O", "H", "H", "H", "H", "H", "H", "H", "H"], "positions_angstrom": [[0.201768, -0.357348, 0.198373], [-1.285011, 3.720416, 0.217219], [-1.045018, 2.246735, 0.186920], [0.114435, 1.697960, 0.245162], [1.221939, 2.464565, 0.317572], [2.334341, 1.741514, 0.323778], [3.471497, 2.461424, 0.338548], [2.490186, 0.017283, 0.280727], [-2.176834, 1.298316, 0.070991], [-3.496729, 1.715607, -0.008507], [-4.497275, 0.763942, -0.136626], [-4.159985, -0.576970, -0.176557], [-2.818559, -0.915362, -0.085340], [-1.861967, -0.005201, 0.032030], [-0.334698, 4.236611, 0.295516], [-1.911222, 3.989026, 1.071413], [-1.798068, 4.049427, -0.689465], [3.421689, 3.461491, 0.418553], [4.352934, 1.987550, 0.406700], [-3.733682, 2.769104, 0.030118], [-5.532825, 1.071266, -0.206405], [-4.910082, -1.348308, -0.275557], [-2.491686, -1.947205, -0.113319], [2.961571, -5.892992, -1.370836], [3.439678, -4.851625, -0.398050], [4.756019, -4.428060, -0.369697], [5.163311, -3.436778, 0.513967], [6.832573, -2.935046, 0.526992], [4.262235, -2.842815, 1.369007], [2.934893, -3.260356, 1.359870], [2.533878, -4.266044, 0.493557], [1.256509, -4.752320, 0.424006], [0.279529, -4.092136, 1.198309], [0.128304, -2.634147, 0.796028], [-0.006174, -1.754715, 1.690437], [0.161111, -2.310068, -0.423019], [3.786052, -6.256103, -1.982640], [2.194616, -5.473748, -2.024523], [2.507800, -6.738757, -0.852098], [5.474752, -4.864824, -1.051975], [4.578481, -2.049218, 2.031667], [2.229864, -2.761646, 2.010647], [0.496165, -4.139653, 2.266866], [-0.652617, -4.620194, 1.003644]], "forces_ev_per_a": [[0.038, 0.355, -0.166], [-0.012, -0.029, -0.005], [-0.098, -0.016, -0.018], [0.076, 0.010, 0.133], [0.002, -0.091, 0.009], [-0.080, 0.075, -0.084], [0.092, -0.107, 0.073], [-0.023, 0.120, -0.100], [0.030, 0.053, 0.021], [-0.063, 0.043, 0.015], [-0.021, 0.036, 0.000], [0.024, -0.005, 0.019], [-0.031, -0.027, 0.007], [0.108, -0.089, -0.121], [0.012, 0.023, 0.004], [0.009, 0.000, -0.015], [0.004, -0.009, 0.012], [-0.027, 0.010, 0.000], [0.000, 0.030, -0.006], [-0.018, -0.018, -0.013], [0.012, 0.002, 0.009], [0.010, 0.005, -0.001], [0.031, 0.011, -0.020], [0.009, 0.046, 0.053], [-0.008, -0.066, -0.037], [0.043, -0.002, -0.031], [-0.044, -0.027, 0.009], [-0.015, 0.007, -0.017], [0.025, -0.016, 0.018], [0.009, -0.023, -0.014], [0.031, 0.035, -0.010], [-0.073, 0.021, 0.044], [0.112, 0.000, -0.067], [-0.089, -0.055, -0.065], [-0.129, -0.124, 0.059], [-0.008, -0.108, 0.211], [-0.005, 0.003, 0.005], [0.005, -0.021, -0.004], [0.015, 0.003, -0.003], [-0.006, 0.001, 0.021], [-0.021, -0.012, -0.011], [0.081, -0.043, 0.060], [0.048, -0.025, 0.019], [-0.055, 0.025, 0.005]], "total_charge": 0, "orbital_gap_ev": [7.49, 7.38], "e_tot_ha": -3469.5261, "spin_multiplicity": 3, "lumo_ev": [-0.52, -0.66]}

***

# 3
{"formula": "C17H17CrN", "method": "wB97M-V/def2-TZVPD", "species": ["C", "C", "C", "C", "C", "Cr", "N", "C", "C", "H", "H", "H", "H", "H", "H", "H", "H", "H", "H", "C", "C", "C", "C", "C", "C", "C", "C", "C", "C", "H", "H", "H", "H", "H", "H", "H"], "positions_angstrom": [[-1.723692, -3.180818, 0.308359], [-2.420443, -1.914733, 0.341968], [-2.288955, -1.374347, 1.702821], [-1.549628, -2.329029, 2.476868], [-1.171790, -3.416419, 1.612724], [-0.364899, -1.568938, 0.812792], [-1.740522, 0.133257, -2.173389], [-2.046815, 0.290979, -3.517396], [-3.015236, 0.780996, -2.383068], [-2.705028, -0.422886, 2.086268], [-3.038100, -1.538896, -0.483213], [-1.393316, -2.292909, 3.551941], [-0.608036, -4.316305, 1.891201], [-1.702163, -3.878590, -0.520204], [-3.905886, 0.179708, -2.173312], [-2.366397, -0.643357, -3.995368], [-1.735362, -0.897201, -1.983205], [-3.046133, 1.836688, -2.135819], [-1.522817, 1.010963, -4.136312], [2.320348, 3.279141, -1.005033], [1.033176, 2.729589, -1.226919], [0.640330, 1.583633, -0.569545], [1.467862, 0.986072, 0.415281], [1.117516, -0.144073, 1.193771], [1.914233, -0.652184, 2.185954], [3.227181, -0.141954, 2.357339], [3.665561, 0.922862, 1.570730], [2.788728, 1.533842, 0.641475], [3.186414, 2.663332, -0.116946], [2.630492, 4.166187, -1.558554], [0.360336, 3.220072, -1.946246], [-0.323500, 1.107039, -0.854448], [1.541633, -1.475939, 2.806440], [3.897665, -0.587958, 3.107395], [4.678259, 1.315197, 1.696298], [4.198983, 3.036977, 0.019353]], "forces_ev_per_a": [[-0.848, 0.500, 0.713], [-0.629, -1.056, 0.997], [-0.387, -0.136, -0.737], [-0.708, -1.052, -0.347], [-0.896, -0.257, 0.387], [2.299, 1.472, -0.808], [1.636, -1.178, 1.889], [-2.206, 0.481, -0.862], [0.559, -1.385, -1.216], [0.276, -0.814, -0.385], [0.443, 0.061, 0.571], [0.250, 0.178, -0.270], [-0.282, 0.564, -0.086], [0.152, 0.236, 0.093], [0.097, 0.337, -0.296], [-0.085, 0.462, -0.374], [-0.339, 1.457, 0.414], [0.052, -0.115, 0.039], [0.144, 0.030, 0.088], [0.220, -0.420, 0.384], [0.026, 0.120, -0.077], [-0.624, -0.058, -0.292], [1.941, 0.222, 0.594], [-2.373, -0.674, -0.448], [1.038, 0.476, -0.078], [0.396, 0.483, -0.110], [-0.231, -0.790, 0.885], [-0.611, 0.161, -0.656], [-0.242, 0.415, -0.351], [0.000, -0.166, 0.121], [0.291, -0.395, 0.308], [0.757, 0.326, 0.442], [0.324, 0.209, -0.132], [-0.159, 0.229, -0.326], [-0.241, -0.037, -0.069], [-0.042, 0.115, -0.006]], "de_lowest_ev": 0.880, "total_charge": -2, "orbital_gap_ev": [1.71, 3.48], "e_tot_ha": -1756.9376, "spin_multiplicity": 5, "lumo_ev": [5.09, 5.09]}

***

# 4
{"formula": "C17H17I2N4OPt", "method": "wB97M-V/def2-TZVPD", "species": ["Pt", "I", "C", "C", "C", "I", "C", "O", "C", "C", "N", "C", "C", "C", "C", "C", "C", "N", "C", "H", "H", "H", "H", "H", "H", "H", "H", "H", "H", "H", "C", "C", "N", "C", "C", "N", "H", "H", "H", "H", "H", "H"], "positions_angstrom": [[-0.205200, -0.024200, -0.130800], [5.273600, -3.197100, 4.304700], [4.158300, -2.165900, 2.839200], [4.529700, -2.278600, 1.494400], [3.753100, -1.677800, 0.530200], [4.281600, -1.760500, -1.511300], [2.565600, -0.923800, 0.856400], [1.843600, -0.483300, -0.081000], [2.319600, -0.685100, 2.260100], [1.370300, 0.420000, 2.669000], [-0.024100, 0.313000, 2.221200], [-0.783600, 1.557700, 2.424000], [-0.409500, 2.626700, 1.420000], [-0.543200, 3.985200, 1.685500], [-0.166400, 4.898700, 0.710400], [0.374100, 4.448600, -0.488100], [0.460400, 3.075300, -0.687700], [0.061000, 2.223400, 0.239000], [3.088400, -1.325000, 3.204400], [5.423100, -2.820400, 1.220600], [1.772500, 1.354800, 2.260000], [1.393900, 0.490300, 3.762800], [-0.485600, -0.454700, 2.712400], [-0.616500, 1.953500, 3.432600], [-1.853700, 1.336800, 2.331000], [-0.931400, 4.318200, 2.637300], [-0.290100, 5.959500, 0.877600], [0.699300, 5.133400, -1.257300], [0.850700, 2.656200, -1.609300], [2.893200, -1.154800, 4.255100], [-2.494500, -2.530900, -0.497100], [-3.018400, -1.167800, -0.352400], [-2.276600, -0.044300, -0.389100], [-3.143400, 1.004100, -0.331500], [-4.426200, 0.513100, -0.227700], [-4.316600, -0.840300, -0.235500], [-1.401000, -2.538200, -0.510600], [-2.844500, -2.960500, -1.440800], [-2.853400, -3.203100, 0.282300], [-2.817500, 2.023200, -0.399200], [-5.367100, 1.020500, -0.144100], [-5.089200, -1.493500, -0.172900]], "forces_ev_per_a": [[-0.660, -0.227, -0.122], [-1.103, 1.022, -1.320], [1.954, -1.630, 0.737], [-0.150, 0.104, -0.719], [2.092, -1.033, -1.911], [-0.220, -0.081, 1.366], [-1.427, 1.053, -1.280], [0.274, -0.412, 1.429], [-0.141, 0.095, 1.851], [0.035, 0.049, 0.305], [-0.442, -0.692, -0.100], [-0.151, 0.114, 0.271], [0.151, 0.493, -0.115], [0.074, -0.414, 0.002], [0.057, 0.036, -0.219], [-0.118, -0.351, 0.131], [0.215, 0.929, -0.643], [-0.411, -1.378, 0.170], [-1.954, 1.402, -0.348], [-0.021, -0.095, -0.067], [-0.010, -0.046, 0.077], [0.080, 0.145, -0.110], [0.069, 0.286, -0.106], [-0.054, -0.027, -0.079], [0.179, -0.103, 0.041], [-0.024, 0.010, 0.068], [0.029, 0.033, 0.082], [0.013, 0.003, -0.015], [-0.062, 0.103, 0.080], [-0.028, 0.056, 0.027], [-0.079, -0.677, -0.148], [0.313, 0.097, 0.185], [0.998, -0.582, 0.437], [-1.418, 0.542, 0.209], [0.930, 1.115, -0.040], [0.760, -0.323, -0.153], [-0.056, -0.001, 0.035], [0.165, 0.053, -0.021], [0.094, 0.069, 0.128], [0.010, 0.156, 0.055], [-0.115, 0.087, -0.062], [0.151, 0.019, -0.109]], "total_charge": 3, "orbital_gap_ev": [4.08, 4.02], "e_tot_ha": -1665.8777, "lumo_ev": [-13.25, -13.31]}